The following is a quantum chemistry calculation of a single C4H7NO2 molecule at a distorted geometry, from OMol25.

Calculated values
Energy relative to the best compared isomer or geometry (same formula, charge and spin): 85.4 kcal per mole
Highest occupied orbital energy: -9.77 eV
SMILES string: O/N=C1/CC[C@H]1O
Net charge: 0
Largest force on an atom: 1.26 eV/Å

Last column: Mulliken charge in e.
Positions of all 14 atoms, in Å:
O1 0.4881 0.7425 1.8152  -0.582
O2 -0.4726 -1.7671 1.6262  -0.428
N1 -0.7214 -1.5943 0.2561  -0.635
C1 0.7450 0.4966 0.4490  0.152
C2 0.0057 1.3519 -0.7465  -0.669
C3 -0.1741 0.0138 -1.5187  -0.372
C4 -0.0009 -0.6606 -0.2042  0.419
H1 0.1705 -0.0769 2.2439  0.379
H2 0.7051 -0.1065 -2.1672  0.245
H3 -0.9107 1.8511 -0.3803  0.275
H4 0.4534 2.0525 -1.4587  0.294
H5 1.8441 0.3951 0.3377  0.249
H6 -1.0742 -0.1994 -2.0894  0.301
H7 -1.0581 -2.4988 1.8369  0.372

The following is a quantum chemistry calculation of 2 unconnected molecules or ions with the total composition C4H13N2O at a distorted geometry, from OMol25.

Calculated values
Energy relative to the best compared isomer or geometry (same formula, charge and spin): 59.5 kcal per mole
Highest occupied orbital energy: -14.26 eV
Net charge: +1
Largest force on an atom: 3.68 eV/Å

Last column: Mulliken charge in e.
Positions of all 20 atoms, in Å:
O1 3.8659 2.5393 -1.1999  -0.635
N1 0.4982 -0.0405 1.4862  -0.636
N2 1.0779 0.5961 -1.0429  -0.126
C1 -2.7751 -1.4572 0.1482  -1.349
C2 -0.5304 -0.2178 0.5223  0.371
C3 -0.2489 -0.1219 -0.7803  -0.719
C4 -1.7452 -0.8453 1.1162  -0.135
H1 -2.2809 -0.2174 1.8395  0.341
H2 -1.4799 -1.6854 1.8076  0.302
H3 -2.8713 -0.8729 -0.7677  0.354
H4 1.2762 0.9121 -0.0782  0.338
H5 0.7235 -0.9703 1.8365  0.259
H6 -0.8265 -0.6797 -1.5137  0.367
H7 4.3980 3.2807 -1.5353  0.329
H8 -2.6089 -2.4522 -0.2999  0.344
H9 -3.7544 -1.4085 0.6296  0.331
H10 4.4935 1.8137 -1.2620  0.322
H11 1.6441 -0.1112 -1.5118  0.343
H12 0.3416 0.5803 2.2681  0.242
H13 0.8026 1.3581 -1.6625  0.356

The following is a quantum chemistry calculation of a single C5H7NO2 molecule at a distorted geometry, from OMol25.

Calculated values
Energy relative to the best compared isomer or geometry (same formula, charge and spin): 107.6 kcal per mole
Highest occupied orbital energy (alpha / beta): -8.05 / -7.48 eV
Net charge: 0
Largest force on an atom: 2.97 eV/Å

Last column: Mulliken charge in e.
Positions of all 15 atoms, in Å:
O1 -3.4577 0.0407 0.5533  -0.622
O2 -1.7742 1.2015 -0.4505  -0.514
N1 -0.1550 -0.7731 -0.6372  -0.250
C1 -2.3111 0.0773 0.0733  0.547
C2 1.2316 -1.1295 -0.1333  -0.288
C3 2.3089 1.2946 0.3653  -0.617
C4 -1.3068 -0.9691 0.0908  -0.306
C5 1.8192 0.0775 0.3912  -0.035
H1 3.1491 1.3943 1.0791  0.223
H2 1.1259 -1.9733 0.6029  0.282
H3 -0.3783 0.1089 -1.2393  0.307
H4 1.9834 -1.6055 -0.9227  0.226
H5 -2.4459 1.9017 -0.4953  0.340
H6 -1.5756 -1.7928 0.7071  0.401
H7 1.7865 2.1468 0.0153  0.305

The following is a quantum chemistry calculation of a single C12H16 molecule at a distorted geometry, from OMol25.

Calculated values
Energy relative to the best compared isomer or geometry (same formula, charge and spin): 50.2 kcal per mole
Highest occupied orbital energy: -7.98 eV
SMILES string: C=C1C(=C)[C@]2(C)[C@]3(C)[C@@]1(C)[C@]23C
Net charge: 0
Largest force on an atom: 5.04 eV/Å

Last column: Mulliken charge in e.
Positions of all 28 atoms, in Å:
C1 0.2219 0.4122 1.0047  -0.012
C2 1.7978 -1.7137 0.3945  -1.411
C3 -0.7571 0.8177 -0.0364  1.180
C4 0.9577 -0.5586 -0.0449  1.408
C5 -2.0587 1.4538 0.3263  -0.990
C6 -0.4954 1.7176 -2.4912  -1.533
C7 -0.4819 -0.6733 0.2545  -0.052
C8 -1.4552 -1.7145 0.6887  -1.542
C9 0.3886 0.5702 2.4931  -1.532
C10 2.1418 -0.0366 -2.2783  -1.727
C11 -0.0757 1.0382 -1.4546  0.461
C12 1.1774 0.1779 -1.2904  0.374
H1 2.0861 0.6023 -3.0727  0.305
H2 -0.5425 0.9787 2.8194  0.384
H3 -1.0719 -2.7500 0.5025  0.339
H4 -1.7077 -1.7452 1.7567  0.260
H5 0.3326 -0.3785 3.0127  0.377
H6 -2.2859 2.3469 -0.4190  0.336
H7 1.2466 1.1489 2.7935  0.333
H8 0.0967 1.9207 -3.2674  0.401
H9 1.3264 -2.5558 -0.0211  0.342
H10 -2.3237 -1.5828 0.0124  0.393
H11 2.7727 -1.6346 -0.0771  0.433
H12 2.9762 -0.6701 -2.2819  0.378
H13 -1.9551 1.8002 1.4032  0.274
H14 1.8595 -1.8496 1.5015  0.300
H15 -1.4555 2.2260 -2.4788  0.238
H16 -2.7156 0.6520 0.2502  0.283

The following is a quantum chemistry calculation of a single ClH2NP2 molecule at a distorted geometry, from OMol25.

Calculated values
Energy relative to the best compared isomer or geometry (same formula, charge and spin): 63.4 kcal per mole
Highest occupied orbital energy (alpha / beta): -8.31 / -8.68 eV
Net charge: 0
Largest force on an atom: 3.18 eV/Å

Last column: Mulliken charge in e.
Positions of all 6 atoms, in Å:
Cl1 3.4307 -0.8550 0.0810  -0.378
P1 1.4727 0.6547 0.0104  0.305
P2 -1.8345 0.9762 0.0530  0.025
N1 -0.1877 0.2226 0.1701  -0.296
H1 -2.7585 -0.1550 -0.2704  0.046
H2 -0.1228 -0.8435 -0.0442  0.298

The following is a quantum chemistry calculation of a molecular structure, C25H22BrN3O2PdSb, from OMol25.

Calculated values
Energy relative to the best compared isomer or geometry (same formula, charge and spin): 2.7 kcal per mole
Highest occupied orbital energy: -2.20 eV
Net charge: -1
Largest force on an atom: 0.83 eV/Å

Last column: Mulliken charge in e.
Positions of all 55 atoms, in Å:
Sb1 -2.7807 -1.6099 -2.8660  0.771
Pd1 -0.1241 -0.0781 -0.1750  -0.536
Br1 6.4817 1.5542 3.8490  -0.261
O1 0.2526 1.4100 2.0834  -0.780
O2 1.9675 0.2512 1.2531  -0.570
N1 -1.5565 0.9321 -1.8210  0.111
N2 0.2010 -1.5021 -2.2315  0.411
N3 -1.8306 -1.8387 -0.0319  0.213
C1 2.0160 -2.3395 -3.5118  -0.834
C2 1.5091 -1.6786 -2.3981  0.967
C3 1.9297 2.5864 4.0112  -0.468
C4 -2.3173 3.1721 -2.0253  -0.854
C5 -2.8697 -2.1521 -0.7657  0.046
C6 -3.6487 1.3685 -2.8476  -0.924
C7 -0.6212 -1.6689 2.0120  -1.147
C8 -1.3917 2.2329 -1.5806  1.148
C9 1.4450 1.0621 2.0335  0.695
C10 2.3918 -1.1383 -1.3370  -1.061
C11 4.6035 1.9770 3.9032  0.058
C12 -3.4738 2.7303 -2.6507  -0.275
C13 1.1339 -2.7980 -4.4741  -0.338
C14 -0.1945 2.5930 -0.7799  -1.319
C15 -0.6420 -1.9278 -3.1416  -0.186
C16 4.1577 2.8830 4.8502  -0.385
C17 -0.2220 -2.5795 -4.2951  -0.827
C18 2.3983 1.6949 3.0571  0.198
C19 3.7487 1.3700 3.0091  -0.287
C20 -1.7893 -2.1799 1.2559  1.110
C21 2.8039 3.1764 4.9045  -0.523
C22 -3.9276 -3.2398 1.0666  -0.246
C23 -2.8128 -2.9319 1.8288  -0.860
C24 -3.9701 -2.8293 -0.2566  -0.936
C25 -2.6426 0.5103 -2.4262  0.090
H1 0.5925 1.8366 -0.9666  0.072
H2 -0.8167 -0.6133 2.2591  0.196
H3 -0.9484 -2.9142 -5.0265  0.338
H4 -4.5415 0.9766 -3.3215  0.339
H5 2.4435 3.8705 5.6518  0.375
H6 -4.8296 -3.0312 -0.8846  0.348
H7 3.0813 -2.4944 -3.6165  0.418
H8 3.4478 -1.2654 -1.5660  0.375
H9 -4.7506 -3.7930 1.5029  0.377
H10 2.1614 -1.6252 -0.3865  0.096
H11 2.1650 -0.0761 -1.1826  0.036
H12 0.1643 3.6041 -0.9749  0.441
H13 -2.7406 -3.2607 2.8566  0.418
H14 -2.1343 4.2292 -1.8794  0.421
H15 0.2517 -1.6526 1.3322  -0.085
H16 -0.4110 -2.2293 2.9228  0.393
H17 4.0883 0.6595 2.2670  0.514
H18 4.8493 3.3459 5.5402  0.376
H19 -0.4567 2.4910 0.2852  0.212
H20 0.8735 2.8099 4.0222  0.394
H21 1.5021 -3.3230 -5.3469  0.369
H22 -4.2167 3.4430 -2.9897  0.373

Q: Which value of largest force on an atom does entry 3 give?
A: 2.97 eV/Å

Please write out number 3 again, unchanged.
The following is a quantum chemistry calculation of a single C5H7NO2 molecule at a distorted geometry, from OMol25.

Calculated values
Energy relative to the best compared isomer or geometry (same formula, charge and spin): 107.6 kcal per mole
Highest occupied orbital energy (alpha / beta): -8.05 / -7.48 eV
Net charge: 0
Largest force on an atom: 2.97 eV/Å

Last column: Mulliken charge in e.
Positions of all 15 atoms, in Å:
O1 -3.4577 0.0407 0.5533  -0.622
O2 -1.7742 1.2015 -0.4505  -0.514
N1 -0.1550 -0.7731 -0.6372  -0.250
C1 -2.3111 0.0773 0.0733  0.547
C2 1.2316 -1.1295 -0.1333  -0.288
C3 2.3089 1.2946 0.3653  -0.617
C4 -1.3068 -0.9691 0.0908  -0.306
C5 1.8192 0.0775 0.3912  -0.035
H1 3.1491 1.3943 1.0791  0.223
H2 1.1259 -1.9733 0.6029  0.282
H3 -0.3783 0.1089 -1.2393  0.307
H4 1.9834 -1.6055 -0.9227  0.226
H5 -2.4459 1.9017 -0.4953  0.340
H6 -1.5756 -1.7928 0.7071  0.401
H7 1.7865 2.1468 0.0153  0.305

Q: The lowest largest force on an atom belongs to which entry?
A: C25H22BrN3O2PdSb

Q: Look up the net charge of the third one.
A: 0